(1)
Here is a gas-phase ion, C2H8N2OP (charge -1) in a non-equilibrium geometry from the OMol25 dataset. Energies are from ωB97M-V with the def2-TZVPD basis set.

Last column: natural (NBO) charge in e.
Atoms and positions in Å:
C 0.68 0.43 -1.72  -0.41
C 0.43 -1.30 0.00  -0.43
N -1.51 0.12 1.74  -0.73
N 0.04 0.01 -0.55  -0.79
O -1.49 1.48 2.39  -0.76
P -0.78 1.12 0.62  0.95
H 0.68 1.54 -1.62  0.21
H 1.82 0.22 -1.50  0.14
H 0.27 -0.08 -2.65  0.16
H 1.20 -1.62 -0.67  0.17
H 0.74 -1.15 1.11  0.19
H -0.39 -2.05 0.20  0.18
H -2.44 -0.10 1.42  0.32
H 0.76 1.37 1.23  -0.20

Total charge   -1
Lowest unoccupied orbital energy   4.1 eV
HOMO level   -2.85 eV
Gap between HOMO and LUMO   6.97 eV

(2)
Here is a molecular structure, C2H8N2OS2 in a non-equilibrium geometry from the OMol25 dataset. Energies are from ωB97M-V with the def2-TZVPD basis set.

Last column: natural (NBO) charge in e.
Atoms and positions in Å:
C -0.23 -1.56 -0.82  -0.45
C -0.69 -0.36 1.18  0.01
N 2.08 1.04 1.13  -1.12
N -0.85 -0.47 -0.08  -0.44
O -1.03 2.08 -0.92  -0.92
S -2.18 0.35 -2.90  -0.43
S -2.06 1.12 -1.13  1.18
H -0.72 -1.56 -1.93  0.23
H 0.74 -1.35 -0.98  0.21
H -0.30 -2.54 -0.36  0.21
H -1.27 0.40 1.77  0.19
H 0.03 -1.02 1.84  0.19
H 2.71 1.40 1.89  0.37
H 1.20 1.57 1.07  0.38
H 2.57 0.91 0.24  0.38

Lowest unoccupied orbital energy   -0.2 eV
HOMO level   -8.94 eV
Gap between HOMO and LUMO   8.76 eV

(3)
Here is 2 unconnected molecules or ions with the total composition C2H8N2PS in a non-equilibrium geometry from the OMol25 dataset. Energies are from ωB97M-V with the def2-TZVPD basis set.

Last column: natural (NBO) charge in e.
Atoms and positions in Å:
C 0.96 -1.82 -0.42  -0.69
C 0.93 0.79 0.19  -0.04
N -1.95 0.64 -0.66  -1.11
N 1.23 1.96 0.64  -0.67
P -2.52 0.24 0.76  0.87
S 2.04 -0.45 0.18  0.44
H 0.80 -1.49 -1.50  0.26
H 0.25 -1.96 0.26  0.22
H 1.66 -2.70 -0.35  0.26
H -0.13 0.81 -0.25  0.30
H 2.14 2.09 1.16  0.43
H -2.21 0.01 -1.45  0.39
H 0.37 2.44 1.00  0.44
H -3.57 -0.57 0.43  -0.09

Total charge   +1
Lowest unoccupied orbital energy   -4.6 eV
HOMO level   -13.90 eV
Gap between HOMO and LUMO   9.29 eV

(4)
Here is 2 unconnected molecules or ions with the total composition C2H8N2S in a non-equilibrium geometry from the OMol25 dataset. Energies are from ωB97M-V with the def2-TZVPD basis set.

Last column: natural (NBO) charge in e.
Atoms and positions in Å:
N -0.75 0.47 -1.15  -0.80
C -0.40 0.51 0.24  -0.12
C 0.89 0.54 0.59  -0.05
N 1.31 0.87 1.91  -0.80
H -1.65 0.87 -1.37  0.40
H 0.02 0.94 -1.61  0.39
H -1.20 0.54 0.98  0.20
H 1.66 0.34 -0.14  0.19
H 0.57 0.62 2.56  0.36
H 2.12 0.31 2.16  0.37
S -0.70 -2.37 -1.99  -0.52
H -1.23 -2.70 -0.66  0.14
H -0.64 -0.96 -1.51  0.24

Lowest unoccupied orbital energy   0.8 eV
HOMO level   -8.02 eV
Gap between HOMO and LUMO   8.85 eV

(5)
Here is 2 unconnected molecules or ions with the total composition C2H8N2S in a non-equilibrium geometry from the OMol25 dataset. Energies are from ωB97M-V with the def2-TZVPD basis set.

Last column: natural (NBO) charge in e.
Atoms and positions in Å:
C -0.54 -1.79 0.49  -0.49
C -0.57 1.66 -0.13  -0.48
N 0.34 -0.78 0.98  -0.42
N 0.28 0.77 -0.86  -0.52
S 1.82 1.30 -1.05  0.29
H -0.21 -2.02 -0.51  0.20
H -0.52 -2.66 1.11  0.21
H -1.47 -1.22 0.64  0.20
H -1.34 1.21 0.42  0.21
H -0.20 2.34 0.71  0.19
H -1.02 2.25 -0.98  0.21
H 1.23 -1.16 0.76  0.28
H 2.21 0.10 -1.57  0.11

Lowest unoccupied orbital energy (alpha / beta)   0.1 / 0.4 eV
HOMO level (alpha / beta)   -9.03 / -8.06 eV
Gap between HOMO and LUMO (alpha / beta)   9.10 / 8.42 eV

(6)
Here is 2 unconnected molecules or ions with the total composition C2H8N2S in a non-equilibrium geometry from the OMol25 dataset. Energies are from ωB97M-V with the def2-TZVPD basis set.

Last column: natural (NBO) charge in e.
Atoms and positions in Å:
N 2.66 -1.11 1.20  -0.60
N 2.23 0.12 0.64  -0.32
S 1.93 0.18 -0.90  0.19
H 2.91 -1.95 0.71  0.36
H 3.02 -1.19 2.15  0.38
C -2.27 0.32 -0.30  -0.61
C -1.11 1.10 0.34  -0.59
H -2.76 0.74 -1.29  0.20
H -1.82 -0.57 -0.43  0.20
H -3.13 0.17 0.44  0.20
H -1.32 0.85 1.58  0.18
H -0.18 0.88 -0.07  0.20
H -1.15 2.18 0.41  0.20

Lowest unoccupied orbital energy (alpha / beta)   -0.7 / -0.7 eV
HOMO level (alpha / beta)   -8.71 / -8.71 eV
Gap between HOMO and LUMO (alpha / beta)   8.04 / 8.04 eV

(7)
Here is a single C2H8N2Si molecule in a non-equilibrium geometry from the OMol25 dataset. Energies are from ωB97M-V with the def2-TZVPD basis set.

Last column: natural (NBO) charge in e.
Atoms and positions in Å:
C -0.14 -1.38 -0.28  -0.60
N -1.14 -0.53 0.38  -0.53
N -1.14 0.79 -0.32  -0.49
C 0.22 1.30 -0.03  -0.64
Si 1.41 -0.20 0.05  1.02
H -0.07 -2.39 0.22  0.23
H -0.35 -1.32 -1.29  0.20
H -2.15 -0.80 0.49  0.37
H -1.78 1.50 0.09  0.36
H 0.42 2.10 -0.65  0.22
H 0.37 1.73 0.94  0.19
H 2.02 -0.26 1.49  -0.15
H 2.31 -0.54 -1.07  -0.17

Lowest unoccupied orbital energy   1.2 eV
HOMO level   -7.83 eV
Gap between HOMO and LUMO   8.98 eV

(8)
Here is a molecular structure, C2H8N3 from the OMol25 dataset. Energies are from ωB97M-V with the def2-TZVPD basis set.

Last column: natural (NBO) charge in e.
Atoms and positions in Å:
C -1.00 -0.52 -2.22  0.10
N -1.50 -0.40 -1.06  -0.60
H 0.05 -0.29 -2.35  0.21
H -1.61 -0.84 -3.05  0.22
H -2.49 -0.61 -0.96  0.41
H -0.89 -0.02 -0.07  0.43
N 1.81 -0.35 1.01  -0.76
C 0.94 0.62 1.36  0.37
N -0.29 0.64 0.98  -0.77
H 2.67 -0.40 1.52  0.42
H 1.42 -1.22 0.69  0.40
H 1.37 1.43 1.95  0.20
H -0.81 1.43 1.33  0.40

Total charge   +1
Lowest unoccupied orbital energy   -4.0 eV
HOMO level   -14.40 eV
Gap between HOMO and LUMO   10.42 eV

(9)
Here is a gas-phase ion, C2H8N3 (charge +1) in a non-equilibrium geometry from the OMol25 dataset. Energies are from ωB97M-V with the def2-TZVPD basis set.

Last column: natural (NBO) charge in e.
Atoms and positions in Å:
N -1.35 -0.32 0.41  -0.78
C -0.67 0.65 -0.75  -0.04
N 0.68 0.61 -0.53  -0.27
C 1.34 -0.59 -0.29  -0.10
N 1.07 0.42 0.82  -0.49
H -1.27 -1.30 -0.05  0.45
H -2.19 -0.10 0.91  0.45
H -0.64 -0.17 1.16  0.46
H -1.02 0.35 -1.73  0.25
H -1.20 1.69 -0.78  0.26
H 0.88 -1.48 0.04  0.18
H 2.44 -0.67 -0.33  0.24
H 1.92 0.91 1.12  0.40

Total charge   +1
Lowest unoccupied orbital energy   -3.6 eV
HOMO level   -14.87 eV
Gap between HOMO and LUMO   11.27 eV

(10)
Here is 2 unconnected molecules or ions with the total composition C2H8N3 in a non-equilibrium geometry from the OMol25 dataset. Energies are from ωB97M-V with the def2-TZVPD basis set.

Last column: natural (NBO) charge in e.
Atoms and positions in Å:
C -0.35 -1.38 -2.08  0.02
N 0.58 -0.81 -1.44  -0.70
H -1.36 -1.50 -1.70  0.16
H -0.23 -1.77 -3.10  0.18
H 1.39 -0.56 -1.98  0.37
H 1.01 -0.12 0.55  0.45
N -1.15 0.30 1.22  -0.71
C -0.13 1.13 1.41  0.40
N 1.07 0.79 1.02  -0.70
H -1.12 -0.28 0.37  0.42
H -2.09 0.63 1.38  0.43
H -0.34 1.82 2.23  0.24
H 1.82 1.46 0.90  0.45

Total charge   +1
Lowest unoccupied orbital energy   -4.1 eV
HOMO level   -14.46 eV
Gap between HOMO and LUMO   10.38 eV

(11)
Here is 2 unconnected molecules or ions with the total composition C2H8N3O in a non-equilibrium geometry from the OMol25 dataset. Energies are from ωB97M-V with the def2-TZVPD basis set.

Last column: natural (NBO) charge in e.
Atoms and positions in Å:
C 1.69 -0.09 -0.27  0.75
C -2.75 0.12 0.09  -0.51
N 2.88 -0.61 0.16  -0.79
N 0.53 -0.74 -0.07  -0.66
N -1.55 0.69 -0.14  -0.18
O 1.80 0.89 -1.09  -0.62
H -3.26 -0.46 -0.70  0.28
H -2.98 -0.25 1.14  0.23
H -3.38 1.05 -0.08  0.36
H 2.86 -1.34 0.90  0.42
H 3.79 -0.02 0.19  0.44
H 0.48 -1.45 0.66  0.38
H -1.11 0.96 0.70  0.36
H 0.99 1.25 -1.49  0.54

Total charge   +1
Lowest unoccupied orbital energy (alpha / beta)   -7.4 / -6.5 eV
HOMO level (alpha / beta)   -14.02 / -14.50 eV
Gap between HOMO and LUMO (alpha / beta)   6.61 / 8.03 eV

(12)
Here is 2 unconnected molecules or ions with the total composition C2H8N3O in a non-equilibrium geometry from the OMol25 dataset. Energies are from ωB97M-V with the def2-TZVPD basis set.

Last column: natural (NBO) charge in e.
Atoms and positions in Å:
C -1.90 0.40 0.56  0.57
N -2.91 -0.04 -0.24  -0.79
O -0.74 0.34 0.22  -0.72
H -2.25 0.80 1.52  0.15
H -3.91 0.12 -0.07  0.43
H -2.63 -0.49 -1.14  0.41
N 1.36 -1.18 -0.22  -0.72
C 2.21 -0.24 -0.20  0.40
N 1.99 0.98 0.05  -0.72
H 0.33 -0.99 -0.08  0.45
H 1.45 -2.18 -0.32  0.44
H 3.28 -0.56 -0.39  0.22
H 2.68 1.70 0.28  0.44
H 1.03 1.35 0.01  0.45

Total charge   +1
Lowest unoccupied orbital energy   -2.7 eV
HOMO level   -14.60 eV
Gap between HOMO and LUMO   11.91 eV

Quick rundown of ΔE to the lowest compared entry with this formula, charge and spin, same order as above: 11.34 74.07 53.59 25.23 97.45 73.03 15.17 29.37 108.07 40.91 128.97 13.06 kcal per mole